# 1
DFT (ωB97M-V with the def2-TZVPD basis set) results for one molecule with the formula C4H6FN3O in a non-equilibrium geometry.

Geometry as XYZ:
```
15
C4H6FN3O (ωB97M-V with the def2-TZVPD basis set)
N -1.6448 1.1351 -0.4073
C -0.7281 0.2527 0.2262
F -1.2445 -0.3330 1.3586
C -0.2014 -0.8079 -0.9148
C 1.0957 -1.4285 -0.5856
N 1.8591 -1.0114 0.3003
C 1.7294 0.3335 0.7597
O 2.7033 0.7941 1.2643
N 0.4630 0.9996 0.6257
H -1.9593 1.9038 0.2505
H -2.4736 0.5783 -0.3945
H -0.2432 -0.0990 -1.8496
H -0.8733 -1.5389 -1.0324
H 1.2881 -2.4636 -0.8652
H 0.2296 1.6852 1.2641
```

Output
Total energy in Ha: -495.37844
Energy above the lowest of the compared OMol25 structures with the same formula, charge and spin in kcal/mol: 19.8
Spin multiplicity: 1
HOMO energy in Ha: -0.3730
SMILES: N[C@@]1(F)CC=NC(=O)N1
LUMO level in eV: 0.549

# 2
DFT (ωB97M-V with the def2-TZVPD basis set) results for C18H50InN4Na4O13PS as an isolated structure in a non-equilibrium geometry.

Geometry as XYZ:
```
92
C18H50InN4Na4O13PS (ωB97M-V with the def2-TZVPD basis set)
In -15.9095 -22.4180 10.3597
Na -16.9073 -19.9753 13.2577
Na -14.5624 -19.6859 8.2172
Na -18.2554 -18.4102 9.4946
Na -13.0144 -19.6888 10.9048
P -15.9221 -19.2288 10.6513
O -14.8540 -18.3562 10.0087
O -16.5883 -20.0846 9.5041
O -16.9591 -18.5022 11.4707
O -15.2381 -20.2847 11.5196
S -13.1153 -22.1379 8.9169
O -12.2134 -23.1995 8.5765
O -12.6257 -20.8350 8.4285
O -14.4910 -22.4133 8.3839
O -13.3578 -22.0543 10.3840
C -17.9258 -22.4892 5.7803
C -17.5437 -22.2308 7.2467
C -18.7059 -22.5726 8.1668
O -18.4634 -22.0297 9.4693
C -19.5951 -22.2176 10.3039
N -16.4428 -23.1119 7.6146
H -18.2085 -23.5226 5.5949
H -17.1724 -22.1197 5.0846
H -18.7668 -21.8221 5.5510
H -17.2769 -21.1775 7.3180
H -18.8230 -23.6578 8.2466
H -19.5977 -22.0854 7.7648
H -19.8409 -23.2752 10.4163
H -20.4834 -21.6748 9.9571
H -19.4087 -21.7589 11.2790
H -16.7343 -24.0832 7.5394
H -15.6324 -22.9538 7.0235
C -14.0188 -14.3195 13.1062
C -14.1203 -15.1634 11.8383
C -12.7727 -15.3178 11.1886
O -12.2946 -14.0337 10.9334
C -10.9949 -14.0190 10.3978
N -14.5792 -16.5166 12.2544
H -13.3923 -13.4642 12.8560
H -13.5444 -14.9205 13.8850
H -14.9564 -13.9923 13.5553
H -14.8679 -14.7519 11.1520
H -12.7744 -15.8648 10.2358
H -12.0825 -15.8052 11.8931
H -10.6168 -13.0045 10.4425
H -10.9778 -14.5060 9.4173
H -10.3079 -14.6153 11.0212
H -15.5979 -16.5580 12.2399
H -14.4123 -17.2434 11.5445
C -16.1190 -13.8129 8.3009
C -17.0331 -14.8738 8.8816
C -18.5020 -14.6366 8.5265
O -19.0495 -13.5767 9.2593
C -19.4751 -13.9178 10.5429
N -16.5958 -16.2720 8.4867
H -16.3373 -13.5959 7.2506
H -15.0555 -14.0103 8.4392
H -16.3288 -12.8504 8.7768
H -16.9050 -14.9227 9.9695
H -19.0594 -15.5733 8.7262
H -18.6053 -14.4851 7.4491
H -20.1171 -14.8181 10.5458
H -20.0886 -13.1527 11.0040
H -18.5967 -14.1950 11.1380
H -15.7777 -16.0936 7.9061
H -16.1557 -16.7479 9.2743
C -14.0558 -23.9763 14.3054
C -14.7837 -22.6739 14.0290
C -14.1968 -21.4066 14.7411
O -15.1947 -20.3995 14.7569
C -14.6630 -19.1100 15.1764
N -14.9633 -22.4850 12.5388
H -14.0021 -24.2570 15.3500
H -13.0927 -23.8962 13.7901
H -14.5694 -24.7875 13.7836
H -15.8075 -22.7191 14.4240
H -13.2009 -21.1255 14.3643
H -13.9333 -21.6389 15.7816
H -13.7204 -19.1794 15.7080
H -15.3886 -18.5665 15.7859
H -14.6028 -18.4754 14.2812
H -14.1135 -22.7672 12.0349
H -15.0966 -21.4814 12.3577
C -18.2954 -15.6828 14.3630
C -19.1601 -16.9288 14.3338
O -18.4331 -18.0948 13.8629
H -17.9070 -15.5110 13.3530
H -17.4901 -15.7108 15.0929
H -18.9321 -14.8148 14.5511
H -19.9367 -16.7960 13.5619
H -19.7328 -17.1191 15.2377
H -17.9991 -17.8863 13.0201
```

Output
Total energy in Ha: -3491.60637
Net charge: +2
Energy above the lowest of the compared OMol25 structures with the same formula, charge and spin in kcal/mol: 0.0
Spin multiplicity: 1
HOMO energy in Ha: -0.4951
LUMO level in eV: -9.103

# 3
DFT (ωB97M-V with the def2-TZVPD basis set) results for C26H27ClOPYb as an isolated structure in a non-equilibrium geometry.

Geometry as XYZ:
```
57
C26H27ClOPYb (ωB97M-V with the def2-TZVPD basis set)
C 0.4599 -0.3226 3.6582
C -0.7717 0.1686 3.0968
C -1.5676 -0.9615 2.6548
H -0.9905 1.2175 2.9248
C -0.8309 -2.1745 2.9609
C 0.3918 -1.7846 3.5903
H 1.2047 -2.4657 3.9273
H 1.3105 0.2458 3.9641
H -2.5115 -0.9277 2.1186
H -1.1026 -3.1711 2.6822
Yb 0.5633 -0.9875 1.4756
Cl 0.8017 -2.9768 0.1352
P -0.6742 0.1085 -0.6571
C -2.2612 -0.5565 -0.7909
C -3.3087 0.3030 -1.1439
H -3.1326 1.3733 -1.1895
C -4.5759 -0.2063 -1.4416
H -5.3774 0.4818 -1.7139
C -4.8147 -1.5829 -1.3975
H -5.8073 -1.9734 -1.6329
C -3.7764 -2.4545 -1.0567
H -3.9526 -3.5306 -1.0304
C -2.5231 -1.9631 -0.7525
H -1.6932 -2.6425 -0.4915
C -0.7308 1.8038 -0.2832
C -1.5633 2.3687 0.7313
H -2.1798 1.7100 1.3441
C -1.5971 3.7428 0.9263
H -2.2499 4.1561 1.6965
C -0.8101 4.5906 0.1427
H -0.8398 5.6679 0.2989
C 0.0215 4.0465 -0.8461
H 0.6409 4.7002 -1.4569
C 0.0666 2.6804 -1.0541
H 0.7150 2.2501 -1.8207
C 0.2253 -0.1875 -2.0559
C -0.4970 -0.1077 -3.2337
H -1.5746 0.0385 -3.1855
C 0.1326 -0.2145 -4.4758
H -0.4653 -0.1435 -5.3851
C 1.5110 -0.4158 -4.5522
H 1.9999 -0.5017 -5.5210
C 2.2636 -0.5129 -3.3719
H 3.3400 -0.6745 -3.4239
C 1.6557 -0.4024 -2.1473
H 2.2369 -0.4817 -1.2031
C 3.5790 -1.9164 1.6409
C 3.3604 -0.4206 1.9347
C 4.6307 0.3827 1.6673
O 2.3215 0.1354 1.2461
H 3.7170 -2.0357 0.5618
H 2.6956 -2.5051 1.9412
H 4.4221 -2.2908 2.1654
H 3.1555 -0.3469 3.0633
H 4.8469 0.3029 0.6066
H 4.4662 1.3920 1.9285
H 5.4440 -0.0275 2.2307
```

Output
Total energy in Ha: -3042.46308
Energy above the lowest of the compared OMol25 structures with the same formula, charge and spin in kcal/mol: 6.6
Spin multiplicity: 2
HOMO energy (alpha / beta) in Ha: -0.3028 / -0.3029
LUMO level (alpha / beta) in eV: 0.318 / 0.318

# 4
DFT (ωB97M-V with the def2-TZVPD basis set) results for one molecule with the formula CH2F3OPS in a non-equilibrium geometry.

Geometry as XYZ:
```
9
CH2F3OPS (ωB97M-V with the def2-TZVPD basis set)
C 0.1302 0.7208 -1.5007
O 0.2878 0.1984 1.0637
F -0.4399 -0.4996 -1.3671
F 1.0191 0.5957 -2.5264
F -0.7593 1.6218 -1.8795
P 0.2141 -1.4793 1.9093
S 1.0387 1.4155 -0.0218
H -0.9650 -1.7395 1.3189
H -0.5257 -0.8337 3.0037
```

Output
Total energy in Ha: -1153.52045
Energy above the lowest of the compared OMol25 structures with the same formula, charge and spin in kcal/mol: 0.0
Spin multiplicity: 3
HOMO energy (alpha / beta) in Ha: -0.2704 / -0.3786
LUMO level (alpha / beta) in eV: 0.382 / -2.690

# 5
DFT (ωB97M-V with the def2-TZVPD basis set) results for C20H15NNiO4PS2Se2 as an isolated structure in a non-equilibrium geometry.

Geometry as XYZ:
```
46
C20H15NNiO4PS2Se2 (ωB97M-V with the def2-TZVPD basis set)
Ni 0.4646 0.8193 0.5801
Se -1.2864 1.9615 1.7213
P -2.2321 0.1773 0.9562
Se -1.1363 -0.2876 -0.8398
C -4.0159 0.3401 0.6558
C -4.7567 1.2990 1.3351
C -6.1289 1.3790 1.1435
C -6.7586 0.5048 0.2701
C -6.0165 -0.4469 -0.4179
C -4.6466 -0.5294 -0.2285
C -2.1471 -1.1659 2.1795
C -2.5864 -0.9248 3.4793
C -2.5549 -1.9391 4.4202
C -2.0783 -3.1969 4.0702
C -1.6317 -3.4356 2.7806
C -1.6662 -2.4215 1.8320
H -4.2534 1.9929 1.9985
H -6.7042 2.1295 1.6701
H -7.8283 0.5698 0.1168
H -6.5064 -1.1211 -1.1086
H -4.0604 -1.2594 -0.7747
H -2.9297 0.0646 3.7579
H -2.8890 -1.7466 5.4316
H -2.0440 -3.9865 4.8101
H -1.2429 -4.4087 2.5106
H -1.2971 -2.5911 0.8284
O 5.6649 -0.9940 -0.3748
S 4.9892 -1.1475 -1.6562
O 5.4250 -2.3002 -2.4182
N 3.4281 -0.9928 -1.6066
C 3.0178 0.3412 -1.9416
S 2.4535 -0.0684 0.7522
C 4.1557 1.0975 -2.6123
C 4.1449 2.3455 -3.2173
C 5.3224 2.8136 -3.7832
C 6.4890 2.0502 -3.7382
C 6.4967 0.8091 -3.1192
C 5.3134 0.3534 -2.5639
H 3.2401 2.9397 -3.2402
H 5.3364 3.7830 -4.2665
H 7.3963 2.4332 -4.1897
H 7.3947 0.2068 -3.0693
O 2.1267 2.1855 -0.6235
C 2.5488 1.0630 -0.6951
O 1.8545 0.9834 1.7827
H 2.1355 0.3211 -2.5977
```

Output
Total energy in Ha: -8575.85565
Net charge: -1
Energy above the lowest of the compared OMol25 structures with the same formula, charge and spin in kcal/mol: 0.0
Spin multiplicity: 1
HOMO energy (alpha / beta) in Ha: -0.1816 / -0.1815
LUMO level (alpha / beta) in eV: 2.199 / 2.196

# 6
DFT (ωB97M-V with the def2-TZVPD basis set) results for C2H29O13V as an isolated structure in a non-equilibrium geometry.

Geometry as XYZ:
```
45
C2H29O13V (ωB97M-V with the def2-TZVPD basis set)
V 1.2801 3.3205 -0.3687
C -0.2970 -0.3129 1.2561
C 0.1292 0.0724 -0.1341
O 0.0379 1.4598 -0.4983
H -1.3066 0.0391 1.4677
H 0.0956 0.2091 2.1288
H -0.3070 -1.3873 1.4398
H -0.2333 -0.5855 -0.9239
H 1.1728 -0.2410 -0.1596
O -4.0213 0.5320 2.5847
H -4.8133 1.0676 2.6314
H -4.1542 -0.1506 3.2425
O 1.2968 3.2283 -2.5100
H 0.6592 2.7020 -2.9924
H 1.8752 3.5829 -3.1853
O 3.1800 2.2055 -0.5223
H 4.0293 2.1317 -0.9575
H 3.1622 1.4740 0.0948
O 2.3990 0.3148 -3.0348
H 3.2507 0.4099 -2.6085
H 1.7717 0.6532 -2.3959
O 3.0203 -1.4945 1.9884
H 2.6882 -1.9431 1.2108
H 3.6796 -0.8875 1.6519
O -3.8379 -1.5231 0.6007
H -3.9300 -2.4178 0.9283
H -3.5645 -1.0148 1.3643
O -0.3971 -0.0107 5.5188
H -0.7888 0.5833 4.8784
H 0.2375 -0.5211 5.0158
O -0.1225 -0.9953 -4.0700
H 0.6639 -0.5059 -4.3118
H -0.6667 -0.3602 -3.6044
O -0.3018 -3.6080 -0.4262
H -0.6489 -3.9443 0.4001
H -0.5070 -2.6732 -0.4100
O -1.9170 1.0554 -3.1820
H -2.5539 0.4249 -2.8458
H -1.5488 1.4652 -2.3993
O -1.8955 2.5651 1.6454
H -1.3514 2.0914 1.0162
H -2.1949 1.8929 2.2576
O 2.5138 -3.0340 -0.3198
H 1.6651 -3.4649 -0.4212
H 2.5514 -2.4053 -1.0406
```

Output
Total energy in Ha: -2015.38560
Net charge: +1
Energy above the lowest of the compared OMol25 structures with the same formula, charge and spin in kcal/mol: 83.8
Spin multiplicity: 4
HOMO energy (alpha / beta) in Ha: -0.4813 / -0.4817
LUMO level (alpha / beta) in eV: -5.495 / -5.494